Record 1
ORCA calculation (ωB97M-V/def2-TZVPD) on a molecular structure, C23H27F2IN7O8PS.

Output
- HOMO: -9.690 eV
- Frontier orbital gap: 6.49 eV
- LUMO energy: -3.20 eV
- Total charge: 0

Geometry as XYZ:
```
70
C23H27F2IN7O8PS ωB97M-V/def2-TZVPD
C -2.41 1.85 3.42
C -2.84 0.64 2.39
C -3.00 1.30 0.90
N -1.86 1.09 -0.04
C -0.82 2.17 -0.02
C -1.13 3.48 -1.02
C -0.11 4.74 -1.10
C 1.25 4.72 -0.18
C 2.23 6.06 -0.38
C 1.60 7.23 0.59
O 2.36 8.11 1.26
F 0.13 7.32 0.78
C 1.64 3.47 0.87
P 3.22 3.60 1.92
O 3.62 5.11 2.33
O 4.56 3.03 0.94
O 3.12 2.77 3.49
C 0.58 2.17 0.90
S 1.00 0.71 2.00
O 0.28 -0.61 1.64
O 0.68 0.97 3.53
F 2.70 0.38 1.75
C -0.71 5.83 -2.17
O -0.25 7.04 -2.55
N -1.98 5.10 -2.64
I -3.70 6.28 -2.56
C -2.37 3.76 -2.05
O -3.41 2.95 -2.29
H -1.96 1.41 4.41
H -1.63 2.52 2.81
H -3.31 2.59 3.66
H -3.94 0.31 2.73
H -2.18 -0.32 2.45
H -4.00 0.95 0.34
H -3.14 2.47 1.06
H -1.49 0.13 -0.09
H 3.35 5.80 -0.19
H 2.12 6.44 -1.49
H 5.33 3.68 1.12
H 2.33 3.18 3.95
C 0.75 -3.28 -0.86
C -0.76 -3.35 -0.72
N -2.01 -3.41 -0.61
H 1.04 -2.33 -1.31
H 1.22 -3.36 0.12
H 1.11 -4.10 -1.49
C -2.19 -6.10 2.52
C -2.35 -4.75 3.20
N -2.47 -3.63 3.76
H -1.40 -6.68 3.02
H -3.13 -6.66 2.59
H -1.93 -5.96 1.47
C 1.81 -5.73 -4.90
C 2.34 -4.73 -3.88
N 2.77 -3.91 -3.04
H 2.16 -6.74 -4.65
H 0.72 -5.73 -4.89
H 2.16 -5.46 -5.90
C 5.82 -1.97 -2.21
C 7.01 -1.51 -3.03
N 8.00 -1.13 -3.71
H 6.12 -2.11 -1.17
H 5.02 -1.22 -2.26
H 5.44 -2.92 -2.60
C -5.60 -5.22 -0.66
C -5.36 -6.36 0.32
N -5.16 -7.30 1.13
H -4.68 -4.65 -0.80
H -5.92 -5.62 -1.63
H -6.37 -4.55 -0.27
```

---

Record 2
ORCA calculation (ωB97M-V/def2-TZVPD) on 2 unconnected molecules or ions with the total composition C23H27F2O2S.

Output
- HOMO: -4.024 eV
- Frontier orbital gap: 5.29 eV
- LUMO energy: 1.27 eV
- Total charge: -1

Geometry as XYZ:
```
55
C23H27F2O2S ωB97M-V/def2-TZVPD
C -1.42 -1.47 0.81
C -0.59 -0.24 1.06
S 1.05 -0.50 1.37
O -1.08 0.90 1.05
H -2.47 -1.17 0.73
H -1.13 -1.96 -0.13
H -1.33 -2.18 1.63
C 7.13 3.75 2.35
C 6.49 2.35 2.31
C 5.82 2.16 0.95
C 7.61 1.31 2.45
C 5.47 2.19 3.47
C 4.16 1.91 3.25
C 3.21 1.73 4.32
C 1.88 1.37 4.04
C 0.84 1.31 5.01
C 0.72 2.28 6.04
C -0.21 2.09 7.05
F -0.29 3.02 8.06
C -1.06 0.99 7.09
C -0.97 0.08 6.04
F -1.78 -1.03 6.07
C -0.10 0.24 4.98
C 3.70 1.87 5.66
C 4.99 2.18 5.97
C 5.48 2.31 7.43
C 6.56 1.27 7.72
C 4.34 2.11 8.43
C 6.07 3.71 7.65
C 5.95 2.35 4.86
O 7.15 2.61 5.10
H 7.65 3.88 3.30
H 7.84 3.86 1.53
H 6.35 4.51 2.27
H 5.39 1.16 0.86
H 5.04 2.91 0.79
H 6.57 2.28 0.15
H 7.18 0.30 2.44
H 8.32 1.41 1.63
H 8.13 1.46 3.40
H 3.78 1.80 2.24
H 1.65 1.03 3.03
H 1.37 3.16 6.04
H -1.77 0.86 7.91
H -0.06 -0.45 4.13
H 2.98 1.72 6.47
H 7.41 1.43 7.04
H 6.91 1.36 8.75
H 6.16 0.26 7.55
H 3.54 2.84 8.27
H 3.92 1.10 8.35
H 4.71 2.24 9.45
H 5.32 4.47 7.43
H 6.41 3.82 8.69
H 6.93 3.85 6.98
```

---

Record 3
ORCA calculation (ωB97M-V/def2-TZVPD) on a single C23H27F3N4O4 molecule.

Output
- HOMO: -7.746 eV
- Frontier orbital gap: 8.34 eV
- LUMO energy: 0.59 eV
- SMILES: CCOC(=O)N1CCC(Nc2c(N3CCN(c4cccc(C(F)(F)F)c4)CC3)c(=O)c2=O)CC1
- Total charge: 0

Geometry as XYZ:
```
61
C23H27F3N4O4 ωB97M-V/def2-TZVPD
C 5.34 1.16 0.81
C 4.15 0.84 -0.07
H 4.39 0.92 -1.13
H 3.31 1.51 0.15
O 3.74 -0.50 0.21
C 2.93 -1.08 -0.69
O 2.54 -0.51 -1.70
N 2.62 -2.35 -0.38
C 2.69 -2.83 0.99
H 3.59 -2.43 1.46
C 1.42 -2.38 1.73
H 1.17 -3.10 2.51
H 1.59 -1.42 2.22
C 0.22 -2.24 0.77
N 0.14 -0.92 0.17
C -0.16 0.16 0.91
C -0.22 1.54 0.70
N 0.09 2.41 -0.29
C 0.39 1.95 -1.63
H 0.89 2.77 -2.14
H 1.08 1.11 -1.61
C -0.94 1.58 -2.35
N -2.06 2.12 -1.61
C -2.75 1.32 -0.71
C -2.91 -0.05 -0.95
C -3.56 -0.85 -0.03
C -4.11 -0.34 1.13
C -4.01 1.03 1.35
C -3.35 1.84 0.45
H -3.28 2.89 0.68
H -4.44 1.46 2.24
H -4.60 -0.98 1.85
C -3.69 -2.32 -0.29
F -3.01 -2.74 -1.38
F -4.96 -2.71 -0.47
F -3.21 -3.07 0.73
H -2.54 -0.50 -1.85
C -1.82 3.52 -1.31
H -2.73 3.99 -0.93
C -0.64 3.66 -0.31
H 0.03 4.46 -0.63
H -0.99 3.88 0.70
H -1.57 4.00 -2.26
H -1.03 0.51 -2.45
H -0.95 2.02 -3.36
C -0.75 1.78 2.05
O -1.09 2.76 2.67
C -0.71 0.28 2.27
O -1.01 -0.50 3.15
H 0.54 -0.79 -0.74
C 0.34 -3.28 -0.35
H 0.35 -4.27 0.11
C 1.62 -3.05 -1.17
H 1.43 -2.45 -2.06
H 2.04 -4.01 -1.49
H -0.53 -3.23 -1.00
H -0.70 -2.40 1.34
H 2.76 -3.92 0.95
H 5.08 1.06 1.86
H 5.66 2.19 0.62
H 6.16 0.49 0.59
```

---

Record 4
ORCA calculation (ωB97M-V/def2-TZVPD) on a single C23H27FN4O3 molecule.

Output
- HOMO: -7.591 eV
- Frontier orbital gap: 8.32 eV
- LUMO energy: 0.73 eV
- SMILES: O=C(CN1C(=O)COc2ccccc21)NCCCN1CCN(c2ccccc2F)CC1
- Total charge: 0

Geometry as XYZ:
```
58
C23H27FN4O3 ωB97M-V/def2-TZVPD
O 4.05 1.71 -1.96
C 3.72 0.56 -2.15
N 2.62 0.18 -2.81
H 2.43 -0.81 -2.93
C 1.57 1.10 -3.19
H 1.98 2.11 -3.06
H 1.31 0.95 -4.24
C 0.33 0.92 -2.31
C 0.63 1.24 -0.84
N -0.45 1.07 0.10
C -0.93 -0.29 0.25
C -1.82 -0.34 1.50
N -2.93 0.59 1.41
C -4.19 0.22 0.98
C -4.51 -1.00 0.36
C -5.80 -1.34 0.02
C -6.85 -0.48 0.27
C -6.57 0.73 0.88
C -5.28 1.06 1.23
H -5.10 2.00 1.74
H -7.37 1.43 1.10
H -7.85 -0.74 -0.01
H -5.96 -2.30 -0.47
F -3.55 -1.90 0.03
C -2.44 1.93 1.19
H -3.27 2.63 1.08
C -1.57 1.98 -0.07
H -1.18 2.99 -0.21
H -2.19 1.72 -0.94
H -1.84 2.23 2.05
H -2.17 -1.35 1.69
H -1.21 -0.02 2.36
H -0.08 -0.96 0.39
H -1.52 -0.63 -0.62
H 0.98 2.28 -0.76
H 1.45 0.60 -0.49
H -0.46 1.58 -2.68
H -0.02 -0.11 -2.40
C 4.53 -0.63 -1.64
N 3.76 -1.36 -0.64
C 3.13 -2.50 -1.04
O 3.11 -2.87 -2.19
C 2.48 -3.28 0.09
H 3.26 -3.88 0.58
O 1.82 -2.47 1.03
C 2.51 -1.36 1.43
C 2.15 -0.77 2.63
C 2.79 0.38 3.05
C 3.80 0.93 2.28
C 4.15 0.35 1.07
C 3.51 -0.80 0.62
H 4.90 0.83 0.46
H 4.31 1.83 2.60
H 2.51 0.84 3.98
H 1.36 -1.22 3.20
H 1.73 -3.96 -0.33
H 5.48 -0.30 -1.21
H 4.73 -1.33 -2.46
```

---

Record 5
ORCA calculation (ωB97M-V/def2-TZVPD) on a molecular structure, C23H27GeN3OS5Ti.

Output
- HOMO: -7.158 eV
- Frontier orbital gap: 6.98 eV
- LUMO energy: -0.18 eV
- Total charge: 0

Geometry as XYZ:
```
61
C23H27GeN3OS5Ti ωB97M-V/def2-TZVPD
Ti -0.36 0.12 0.27
C -0.27 -1.99 1.13
C -1.53 -1.47 1.51
C -1.31 -0.37 2.37
C 0.07 -0.20 2.51
C 0.72 -1.21 1.75
H -0.12 -2.89 0.55
H -2.49 -1.93 1.31
H -2.08 0.20 2.87
H 0.56 0.51 3.18
H 1.78 -1.42 1.75
S 1.02 4.38 0.83
C 0.62 2.80 0.62
S -1.07 2.37 0.69
S 1.70 1.51 0.33
Ge -2.68 0.08 -0.81
C -3.12 -1.79 -1.36
C -2.21 -2.56 -2.07
C -2.52 -3.86 -2.45
C -3.74 -4.41 -2.10
C -4.65 -3.66 -1.37
C -4.34 -2.36 -1.01
C -2.85 1.22 -2.44
C -2.51 0.73 -3.70
C -2.58 1.56 -4.81
C -2.98 2.88 -4.68
C -3.32 3.37 -3.43
C -3.25 2.54 -2.32
H -3.94 0.50 0.00
H -1.24 -2.15 -2.32
H -1.81 -4.44 -3.02
H -3.98 -5.43 -2.37
H -5.60 -4.08 -1.08
H -5.04 -1.77 -0.43
H -2.21 -0.30 -3.81
H -2.33 1.16 -5.79
H -3.02 3.52 -5.54
H -3.63 4.39 -3.32
H -3.51 2.93 -1.34
C 0.26 2.68 -2.60
N 0.67 1.46 -3.26
C 0.54 0.24 -2.71
N 0.84 -0.83 -3.48
O 0.08 0.06 -1.55
H -0.14 3.37 -3.34
H 1.10 3.16 -2.08
H -0.52 2.44 -1.88
H 1.13 1.55 -4.15
H 1.35 -0.69 -4.34
H 1.04 -1.69 -2.97
S 2.22 -2.49 -1.22
C 3.70 -2.06 -1.77
N 4.86 -2.33 -1.13
C 6.07 -2.25 -1.90
C 5.83 -1.14 -2.91
S 4.04 -1.21 -3.28
H 4.81 -2.89 -0.29
H 6.28 -3.21 -2.41
H 6.92 -2.01 -1.25
H 6.38 -1.26 -3.84
H 6.02 -0.15 -2.49
```

---

Record 6
ORCA calculation (ωB97M-V/def2-TZVPD) on a single C23H27N3O5 molecule.

Output
- HOMO: -7.943 eV
- Frontier orbital gap: 8.41 eV
- LUMO energy: 0.46 eV
- SMILES: COC[C@@H](C)n1c(C)cc(C(=O)COC(=O)CCc2nc3ccccc3c(=O)[nH]2)c1C
- Total charge: 0

Geometry as XYZ:
```
58
C23H27N3O5 ωB97M-V/def2-TZVPD
C -0.86 -1.89 2.73
H -1.53 -2.72 2.97
O 0.16 -2.29 1.85
C -0.33 -2.77 0.62
C 0.88 -3.02 -0.29
N 1.48 -1.75 -0.66
C 2.60 -1.26 -0.07
C 2.80 0.04 -0.53
C 1.74 0.32 -1.44
C 0.96 -0.79 -1.51
C -0.20 -1.00 -2.43
H -0.47 -0.05 -2.88
H 0.06 -1.70 -3.22
H -1.08 -1.39 -1.90
H 1.59 1.22 -2.00
C 3.91 0.89 -0.16
O 4.96 0.51 0.32
C 3.67 2.40 -0.35
H 3.30 2.64 -1.36
H 4.60 2.94 -0.15
O 2.71 2.81 0.62
C 1.58 3.38 0.24
O 1.29 3.65 -0.90
C 0.71 3.67 1.45
H 0.68 2.77 2.07
H 1.20 4.46 2.02
C -0.71 4.11 1.07
C -1.48 2.97 0.46
N -2.16 2.20 1.23
C -2.84 1.15 0.66
C -3.57 0.29 1.49
C -4.26 -0.77 0.95
C -4.24 -1.00 -0.43
C -3.53 -0.16 -1.26
C -2.83 0.92 -0.72
C -2.05 1.81 -1.58
O -1.94 1.72 -2.79
N -1.40 2.81 -0.88
H -0.75 3.40 -1.41
H -3.51 -0.30 -2.33
H -4.79 -1.84 -0.84
H -4.82 -1.44 1.59
H -3.59 0.49 2.55
H -0.66 4.93 0.36
H -1.23 4.43 1.97
C 3.39 -2.01 0.94
H 2.77 -2.27 1.80
H 3.81 -2.92 0.51
H 4.21 -1.38 1.27
C 0.53 -3.90 -1.49
H 1.33 -3.86 -2.22
H -0.40 -3.60 -1.96
H 0.42 -4.93 -1.15
H 1.62 -3.54 0.31
H -0.88 -3.72 0.77
H -1.02 -2.04 0.18
H -0.37 -1.55 3.64
H -1.45 -1.06 2.31
```

---

Record 7
ORCA calculation (ωB97M-V/def2-TZVPD) on a single C23H27N3O6S molecule.

Output
- HOMO: -8.176 eV
- Frontier orbital gap: 7.89 eV
- LUMO energy: -0.29 eV
- SMILES: CCOc1ccc(N(C)S(=O)(=O)c2ccc3[nH]cc(C(=O)NCCCOC)c(=O)c3c2)cc1
- Total charge: 0

Geometry as XYZ:
```
60
C23H27N3O6S ωB97M-V/def2-TZVPD
C -0.06 4.54 4.89
C 0.01 4.54 3.37
H -0.30 5.51 2.98
H 1.04 4.34 3.04
O -0.86 3.52 2.91
C -1.02 3.36 1.57
C -0.34 4.07 0.58
C -0.58 3.82 -0.76
C -1.49 2.84 -1.15
C -2.18 2.14 -0.16
C -1.94 2.39 1.17
H -2.47 1.85 1.94
H -2.90 1.38 -0.42
N -1.68 2.60 -2.52
S -0.28 2.53 -3.45
O -0.58 1.77 -4.62
O 0.26 3.85 -3.63
C 0.84 1.61 -2.38
C 0.46 0.38 -1.93
C 1.28 -0.33 -1.05
C 2.50 0.24 -0.66
C 2.88 1.50 -1.14
C 2.04 2.18 -1.99
H 2.30 3.16 -2.37
H 3.82 1.92 -0.83
N 3.31 -0.46 0.20
C 2.96 -1.68 0.66
C 1.79 -2.30 0.33
C 0.84 -1.65 -0.55
O -0.25 -2.12 -0.88
C 1.57 -3.65 0.95
O 2.40 -4.12 1.72
N 0.44 -4.27 0.58
H -0.20 -3.76 -0.02
C 0.04 -5.54 1.13
C -1.11 -5.39 2.12
C -1.52 -6.75 2.70
O -2.68 -6.71 3.50
C -2.50 -6.10 4.75
H -1.66 -6.55 5.29
H -3.43 -6.28 5.30
H -2.33 -5.02 4.67
H -0.68 -7.18 3.27
H -1.77 -7.43 1.88
H -0.79 -4.73 2.93
H -1.97 -4.94 1.63
H -0.26 -6.20 0.30
H 0.92 -5.97 1.62
H 3.64 -2.18 1.32
H 4.19 -0.05 0.48
H -0.47 -0.07 -2.25
C -2.80 1.79 -2.96
H -3.73 2.26 -2.64
H -2.76 1.77 -4.04
H -2.75 0.77 -2.58
H -0.06 4.39 -1.51
H 0.38 4.84 0.84
H 0.60 5.31 5.29
H -1.08 4.74 5.22
H 0.24 3.57 5.28
```

---

Record 8
ORCA calculation (ωB97M-V/def2-TZVPD) on a single C23H27N3OS molecule.

Output
- HOMO: -8.396 eV
- Frontier orbital gap: 8.75 eV
- LUMO energy: 0.36 eV
- SMILES: CCCC1=Nc2cc(C(=O)NCCN3CCCC3)ccc2Sc2ccccc21
- Total charge: 0

Geometry as XYZ:
```
55
C23H27N3OS ωB97M-V/def2-TZVPD
C -1.93 -4.16 -0.42
C -3.37 -3.82 -0.05
H -4.00 -4.70 -0.20
H -3.42 -3.56 1.01
C -3.93 -2.66 -0.89
C -3.35 -1.34 -0.49
N -2.13 -1.12 -0.75
C -1.40 0.02 -0.51
C -0.12 -0.11 0.03
C 0.72 0.98 0.16
C 0.29 2.24 -0.27
C -0.98 2.39 -0.79
C -1.82 1.30 -0.91
S -3.45 1.53 -1.59
C -4.35 0.93 -0.17
C -5.21 1.79 0.50
C -5.94 1.35 1.58
C -5.82 0.03 2.00
C -4.99 -0.84 1.33
C -4.24 -0.41 0.23
H -4.90 -1.86 1.65
H -6.39 -0.32 2.85
H -6.60 2.03 2.10
H -5.29 2.81 0.15
H -1.33 3.36 -1.11
H 0.92 3.11 -0.15
C 2.06 0.76 0.77
O 2.25 -0.06 1.65
N 3.05 1.55 0.27
H 2.87 2.09 -0.56
C 4.42 1.40 0.69
H 4.40 0.95 1.68
C 5.22 0.52 -0.29
N 6.62 0.49 0.11
C 7.52 0.06 -0.95
C 7.51 -1.48 -0.94
H 6.75 -1.86 -1.63
H 8.48 -1.88 -1.25
C 7.16 -1.83 0.51
H 6.27 -2.45 0.56
H 7.97 -2.35 1.01
C 6.89 -0.46 1.18
H 7.79 -0.11 1.69
H 6.08 -0.49 1.89
H 8.52 0.43 -0.70
H 7.23 0.49 -1.91
H 5.16 0.97 -1.28
H 4.76 -0.47 -0.33
H 4.89 2.39 0.76
H 0.21 -1.08 0.36
H -5.01 -2.63 -0.80
H -3.67 -2.85 -1.94
H -1.31 -3.28 -0.34
H -1.54 -4.93 0.25
H -1.88 -4.53 -1.44
```

---

Number 1: largest force on an atom 10.17 eV/Å, calculated total energy -3114.085330 Eh. Number 2: largest force on an atom 3.03 eV/Å, calculated total energy -1641.080531 Eh. Number 3: largest force on an atom 0.72 eV/Å, calculated total energy -1712.253655 Eh. Number 4: largest force on an atom 0.61 eV/Å, calculated total energy -1437.275726 Eh. Number 5: largest force on an atom 1.68 eV/Å, calculated total energy -6049.555642 Eh. Number 6: largest force on an atom 0.87 eV/Å, calculated total energy -1433.176439 Eh. Number 7: largest force on an atom 1.13 eV/Å, calculated total energy -1906.547059 Eh. Number 8: largest force on an atom 1.06 eV/Å, calculated total energy -1530.342516 Eh.